Molecular formula: C19H36BrFNO7
Method: DFT, wB97M-V/def2-TZVPD

XYZ file:
```
65
Properties=species:S:1:pos:R:3:forces:R:3
O 9.42124 -3.62051 2.44330 -0.1726 4.6864 -3.5821
C 9.47337 -2.65114 1.63792 0.1262 -3.6950 2.2042
F 9.28932 -2.97007 0.25469 0.3965 1.3459 2.8503
C 9.76938 -1.13994 2.05482 0.1442 0.2526 -1.3259
C 8.44689 -0.24396 2.25508 -0.2541 0.8686 -0.4781
C 7.54380 -0.11498 0.89773 -0.4879 -0.5185 0.4800
C 5.99148 -0.42674 1.22630 -0.0389 0.4475 -0.7534
C 5.77251 -1.72707 2.14571 -1.0777 -0.3370 -2.6938
N 6.66435 -1.81598 3.35715 0.0801 0.4469 0.3049
Br 5.66388 -1.99048 4.97507 -0.0018 -0.2688 -0.1117
C 7.57878 -0.64324 3.55603 2.6235 1.4008 0.7324
H 10.44636 -1.11117 2.97749 -1.1767 -0.4307 -1.2401
H 10.37638 -0.65563 1.19472 -1.0738 -0.8579 1.3220
H 8.82604 0.83316 2.45628 -0.5204 -1.9187 -0.0006
H 7.88777 -0.88666 0.12830 -0.3258 1.1132 1.0427
H 7.63100 0.93833 0.42737 -0.0777 -1.8344 0.8804
H 5.50055 -0.67492 0.20465 0.6458 0.2564 1.8090
H 5.42275 0.51281 1.59535 1.0397 -1.7657 -0.1818
H 6.02319 -2.65547 1.49629 -0.2815 1.4715 1.1629
H 4.66723 -1.82139 2.42352 1.7304 0.3471 -0.0961
H 7.24998 -2.67078 3.29284 -0.3427 0.4687 0.0925
H 7.05355 0.27616 4.02422 0.3619 -1.7737 -1.1962
H 8.35030 -0.97136 4.35842 -1.4078 0.4289 -1.2249
O 3.28546 0.35186 2.70879 -0.0628 0.2246 -0.4492
C 2.39102 0.51386 1.90021 -0.3479 0.1280 0.1779
O 2.27682 1.68041 1.25053 0.8583 -0.2146 0.2628
C 1.37128 1.91515 0.15800 -0.6103 0.2479 -0.1850
C -0.00912 2.27730 0.66533 0.1457 -0.0185 0.3185
C 1.35098 -0.54882 1.68000 0.1473 -0.4271 -0.5032
H 1.35827 1.06546 -0.52956 0.0043 -0.0521 0.1659
H 1.77998 2.75902 -0.40334 0.2474 -0.1392 0.2423
H -0.44864 1.46812 1.24802 -0.0260 0.0932 -0.2535
H -0.67735 2.50507 -0.16705 0.0179 -0.0896 0.0997
H 0.04407 3.14850 1.32408 0.1052 0.0333 -0.1719
H 0.59478 -0.47680 2.46303 0.0226 0.0121 -0.0839
H 1.83710 -1.52568 1.73671 -0.0605 0.1260 0.2516
H 0.87143 -0.50275 0.70477 -0.1791 0.1569 0.1502
O -2.33470 0.41144 0.64013 -0.4714 0.2164 -0.5538
C -3.22541 0.57288 -0.16831 -0.0927 -0.1514 0.3925
O -3.33905 1.74152 -0.82024 0.7478 0.0526 0.1882
C -4.24248 1.97479 -1.91434 -0.4929 0.0335 -0.1793
C -5.62383 2.33781 -1.41123 -0.0352 0.2715 0.3604
C -4.26481 -0.48995 -0.39056 0.0746 -0.4599 -0.5884
H -4.25429 1.12518 -2.60018 -0.0670 0.0015 0.1992
H -3.83308 2.81847 -2.47570 0.2033 -0.0945 0.2590
H -6.06576 1.52846 -0.82761 -0.0142 0.0128 -0.1950
H -6.28860 2.56440 -2.24488 0.1053 -0.0536 0.1327
H -5.57190 3.21017 -0.75317 0.1406 0.0043 -0.0979
H -5.02248 -0.41782 0.39118 0.0549 0.0126 -0.0439
H -3.77831 -1.46618 -0.33251 -0.0323 0.1605 0.2732
H -4.74252 -0.44401 -1.36746 -0.1763 0.1742 0.1091
O -6.49838 0.32195 -3.06049 -0.9014 -0.1836 -0.3890
C -7.61148 0.02014 -3.43454 0.3174 -0.2634 0.2134
O -8.63096 0.88195 -3.27727 0.4290 0.4634 -0.0182
C -9.94181 0.70028 -3.83537 -0.3218 -0.2122 0.0518
C -10.79652 -0.17695 -2.94245 0.0781 -0.1541 0.1369
C -7.88979 -1.34641 -3.99573 0.0054 -0.1022 -0.6710
H -9.88255 0.32764 -4.86099 0.0874 -0.0599 0.1069
H -10.39032 1.69480 -3.89452 0.3181 -0.0165 0.0762
H -10.37509 -1.17917 -2.83917 -0.0718 0.0306 -0.1054
H -11.80725 -0.26704 -3.34594 0.0704 0.0282 0.0217
H -10.85454 0.24638 -1.93649 -0.0408 0.0574 -0.1386
H -8.02426 -2.05029 -3.17296 0.0050 0.0483 -0.0467
H -7.03164 -1.65407 -4.59698 0.0125 0.0098 0.2966
H -8.75432 -1.38604 -4.65503 -0.1033 -0.0417 0.1903
```
Forces are in eV/Å.

Summary:
net charge = +1

Molecular formula: C19H37AsN5OPtS2Se2Si2
Method: DFT, wB97M-V/def2-TZVPD

XYZ file:
```
70
Properties=species:S:1:pos:R:3:forces:R:3
Pt 0.32559 -0.01396 1.02505 -0.0964 -0.1379 0.4339
Se -2.05671 -0.47817 1.20839 0.1026 -0.4281 -0.0990
Se -2.70953 1.78274 1.26673 0.1468 0.1556 0.0077
C -2.14520 2.51487 -0.42742 -0.0948 -0.0362 0.0664
C -2.99242 3.58834 -0.70242 0.0130 0.0534 -0.0834
C -2.74727 4.44035 -1.76020 -0.0002 -0.0028 0.0288
C -1.63285 4.19578 -2.54700 -0.0566 -0.0215 0.0353
C -0.85966 3.10309 -2.25056 0.2227 -0.1432 -0.2115
N -1.08861 2.24275 -1.23021 0.1475 -0.1947 0.3140
C -1.45471 -0.64206 3.04367 -0.0239 0.0796 0.0514
C -2.19778 -0.94067 4.15662 0.0131 -0.0199 0.0019
C -1.49369 -1.09566 5.35099 -0.0025 -0.0060 -0.0047
C -0.11419 -0.96147 5.35737 0.0043 0.0157 0.0043
C 0.54726 -0.65602 4.17614 -0.0244 0.0029 -0.0007
N -0.12991 -0.48658 3.04211 0.0860 -0.0974 -0.0488
H -3.85530 3.74992 -0.06897 -0.0029 -0.0138 -0.0200
H -3.41192 5.26949 -1.96314 0.0030 0.0075 0.0044
H -1.37298 4.82360 -3.38712 0.0194 -0.0055 0.0031
H -0.00018 2.88842 -2.85958 0.1235 -0.1755 -0.1017
H -3.27127 -1.06092 4.10463 -0.0022 0.0091 0.0013
H -2.02379 -1.32949 6.26491 -0.0021 0.0014 0.0012
H 0.45196 -1.09154 6.26882 0.0015 -0.0036 0.0013
H 1.62269 -0.55017 4.12233 0.0037 -0.0162 -0.0053
N 1.18576 2.52648 2.21456 0.0793 0.0254 -0.0394
N 2.54479 2.34812 2.47409 -0.0340 0.0422 0.0803
C 3.23329 1.26453 2.10556 0.0783 -0.0660 -0.0089
N 4.53042 1.24894 2.39931 -0.0231 -0.0147 0.0436
S 2.63997 -0.11424 1.26671 -0.0368 0.1328 -0.0470
H 1.06436 3.33109 1.60874 -0.0059 0.0095 0.0312
H 0.69210 2.68940 3.08534 0.0017 -0.0042 0.0071
H 3.04141 3.08519 2.95998 0.0077 0.0063 -0.0203
H 4.97897 1.97819 2.93375 0.0039 0.0222 -0.0339
H 5.09008 0.44686 2.15531 -0.0071 -0.0046 0.0076
C 2.00126 1.88606 -4.21274 -0.0774 -0.1283 0.0176
Si 2.30710 1.22704 -2.50032 -0.1347 0.0057 0.0743
C 3.25660 2.41068 -1.43826 -0.0135 0.0940 -0.0645
C 3.01565 -0.48757 -2.57421 0.0140 -0.0039 0.0854
As 0.22380 0.56974 -1.23354 -0.4611 0.7378 -0.8836
Si -1.05246 -1.00702 -2.67050 0.3468 -0.0498 0.2377
C -2.83319 -1.07807 -2.16304 0.0239 0.1389 -0.0381
C -0.83299 -0.43535 -4.41532 -0.0252 -0.0199 -0.0355
C -0.10222 -2.53161 -2.19673 -0.1716 -0.1252 -0.1125
H 2.99705 1.99836 -4.65692 0.0208 -0.0278 0.0353
H 1.52783 2.86075 -4.29179 -0.0138 0.1137 0.0717
H 1.45378 1.18517 -4.84193 0.0411 0.0644 0.0168
H 4.26613 2.49126 -1.85358 -0.0137 0.0183 -0.0179
H 3.34888 2.04926 -0.41881 0.0015 -0.0011 0.0686
H 2.82920 3.41540 -1.43690 -0.0175 -0.0269 0.0080
H 4.04768 -0.39069 -2.92725 -0.0024 -0.0026 0.0007
H 2.49264 -1.12313 -3.28968 0.0029 0.0226 0.0088
H 3.05299 -0.98748 -1.60478 -0.0033 -0.0204 -0.0317
H -3.34152 -0.11327 -2.21246 -0.0143 -0.0081 0.0386
H -2.96198 -1.51812 -1.17775 -0.0667 -0.0491 0.0550
H -3.33539 -1.73801 -2.87803 0.0034 0.0127 -0.0039
H -1.27068 0.54725 -4.59999 0.0226 0.0084 -0.0150
H -1.36167 -1.14752 -5.05707 -0.0100 0.0194 -0.0105
H 0.20880 -0.43404 -4.73481 -0.0507 -0.0395 0.0244
H -0.04831 -2.64566 -1.11163 0.0065 0.0199 0.0233
H 0.90029 -2.57399 -2.62156 -0.0020 0.0344 0.0331
H -0.64888 -3.39773 -2.58525 0.0331 -0.0082 -0.0041
C -0.46774 -5.14145 2.55375 0.0054 0.0136 0.0018
S -1.27483 -4.41097 1.13792 -0.0013 -0.0330 -0.0658
C -2.96621 -4.66046 1.66113 -0.0032 0.0139 0.0021
O -1.01343 -2.91687 1.23532 -0.0924 0.0675 0.0743
H -0.80147 -4.63783 3.46035 -0.0013 -0.0012 0.0074
H 0.60468 -5.02110 2.41653 0.0001 -0.0008 -0.0005
H -0.71196 -6.20301 2.58770 0.0000 -0.0006 -0.0040
H -3.17046 -5.73036 1.69439 0.0047 -0.0008 -0.0010
H -3.61459 -4.19568 0.92056 0.0040 -0.0074 -0.0011
H -3.11505 -4.21116 2.64267 0.0004 -0.0025 0.0044
```
Forces are in eV/Å.

Summary:
net charge = +3

Calculated values (eV) of total energy for the records, taken in order: -108861.024 -261983.431.
Calculated values (kcal per mole) of energy relative to the best compared isomer or geometry (same formula, charge and spin) for the records, taken in order: 0.00 0.00.